Record 1
62
Properties=species:S:1:pos:R:3:forces:R:3:nbo_charge:R:1 method="wB97M-V/def2-TZVPD" relative_energy_kj_mol=192.2 homo_lumo_gap_ev=7.676 homo_energy_ev=-5.79 total_charge=-1
Hf 0.469054 0.382326 -0.643440 1.639 -1.907 2.562 2.39
Br 2.633415 6.845729 2.759052 -0.012 -0.055 -0.025 0.01
C 2.402141 5.107702 2.014761 0.133 0.051 -0.002 -0.14
C 3.389774 4.579252 1.180846 -0.051 -0.080 0.030 -0.20
C 3.234519 3.318578 0.646312 0.273 0.140 -0.054 -0.27
C 2.089372 2.551765 0.912930 0.021 -0.237 0.187 0.48
O 1.966855 1.347998 0.433137 -0.160 0.257 -0.130 -0.84
C 1.102088 3.107055 1.749538 -0.498 0.021 0.054 -0.23
C -0.155412 2.417547 1.991227 0.502 0.251 0.200 0.23
N -0.489348 1.301928 1.472998 -0.912 -0.352 -0.658 -0.54
C -1.832938 0.850541 1.653974 0.583 -0.224 0.281 0.25
C -2.917698 1.668874 1.687178 -0.288 0.180 -0.080 -0.26
C -4.221675 1.126620 1.823561 0.109 0.166 0.039 -0.17
C -4.411573 -0.214883 1.940871 0.041 -0.113 -0.020 -0.21
C -3.296506 -1.094849 1.888987 -0.189 -0.021 0.037 -0.09
C -3.400049 -2.496950 2.022259 -0.079 0.020 -0.016 -0.15
C -2.271853 -3.259427 1.964611 0.067 -0.036 0.027 -0.22
C -1.029751 -2.624768 1.744520 0.166 -0.114 0.135 0.07
N -0.888343 -1.334664 1.610139 -0.614 0.286 0.192 -0.39
C -2.009697 -0.565434 1.711277 0.453 0.075 0.125 0.13
C 1.273943 4.384440 2.297959 -0.138 -0.055 0.017 -0.17
H 4.273842 5.163823 0.960631 -0.017 -0.023 -0.017 0.22
H 3.984319 2.889388 -0.006998 -0.035 0.032 0.006 0.24
H -0.861326 2.929029 2.648917 0.027 0.003 0.130 0.17
H -2.794408 2.733398 1.525277 -0.041 -0.035 0.043 0.23
H -5.070805 1.799207 1.829264 0.045 -0.015 -0.025 0.21
H -5.407926 -0.627734 2.054496 0.040 -0.004 -0.004 0.21
H -4.374544 -2.945392 2.183788 0.017 0.008 -0.037 0.21
H -2.310080 -4.334915 2.079801 0.007 0.018 -0.012 0.21
H -0.116271 -3.215283 1.700091 -0.086 0.040 -0.137 0.21
H 0.497792 4.800231 2.929514 0.013 0.001 0.003 0.22
S 2.503762 -3.831225 0.373381 0.079 -0.093 0.016 0.36
C 3.247536 -2.620250 1.334392 0.058 -0.101 0.068 -0.43
C 2.710829 -1.394657 1.104576 -0.117 0.029 -0.048 -0.22
C 1.645861 -1.381807 0.135652 0.390 -0.412 0.043 -0.52
C 1.446913 -2.655043 -0.322764 -0.292 -0.079 -0.169 -0.27
C 0.380198 -3.021959 -1.263056 0.084 0.065 0.221 0.20
C 0.423167 -4.153049 -2.077736 -0.002 -0.088 0.003 -0.25
C -0.579956 -4.341055 -3.009442 0.074 -0.032 0.005 -0.16
C -1.613772 -3.417801 -3.082870 -0.063 -0.184 -0.047 -0.28
C -1.610253 -2.363687 -2.192186 -0.104 0.357 0.238 0.09
N -0.642340 -2.158344 -1.302228 0.210 -0.095 -0.075 -0.44
H 4.052614 -2.885032 2.005428 -0.045 0.038 -0.045 0.23
H 3.062705 -0.504963 1.607906 -0.015 0.010 -0.058 0.23
H 1.246698 -4.850880 -1.984106 0.012 0.075 -0.093 0.22
H -0.546813 -5.188160 -3.685430 -0.009 0.026 0.040 0.21
H -2.403612 -3.514962 -3.815804 -0.016 0.004 0.058 0.22
H -2.411574 -1.630301 -2.181212 0.107 0.031 -0.063 0.21
O -0.462688 2.798606 -0.849715 -0.461 -1.099 -0.985 -1.03
P -1.621003 1.979716 -1.646879 -0.275 0.292 -0.505 2.53
O -2.924658 2.631851 -1.684716 -0.015 -0.019 -0.059 -1.09
O -1.520299 0.542354 -1.036379 -0.778 1.007 -0.353 -1.18
O -0.905660 1.819262 -3.118405 0.269 -0.130 0.423 -1.07
P 0.619799 1.147864 -3.273073 -0.331 0.280 -0.719 2.53
O 0.472122 -0.278450 -2.665408 -0.092 0.363 -0.513 -1.20
O 1.118443 1.294081 -4.634978 -0.046 0.052 -0.014 -1.08
O 1.402277 1.816187 -2.069669 -0.673 -0.266 -0.435 -1.13
H 0.372931 2.479541 -1.428389 0.323 1.918 0.399 0.49
H 1.941061 -1.181374 -3.246230 -0.140 -0.016 0.018 0.46
S 4.607243 0.176931 -1.387379 -0.208 -0.170 -0.459 -0.05
C 3.602187 -0.603138 -2.339107 0.646 -0.146 0.357 0.26
N 2.929350 -1.301406 -3.031677 0.410 0.105 -0.100 -0.66

---

Record 2
53
Properties=species:S:1:pos:R:3:forces:R:3:nbo_charge:R:1 method="wB97M-V/def2-TZVPD" relative_energy_kj_mol=113.8 homo_lumo_gap_ev=6.354 homo_energy_ev=-4.57 total_charge=-1
Mg -1.053879 -1.523901 -0.951983 0.169 -0.146 -0.381 1.58
Br 1.645931 -0.360670 -0.840099 0.000 -0.180 0.114 0.02
C 1.626967 -0.746569 1.040249 0.203 0.070 0.066 -0.04
C 2.847608 -0.713193 1.651740 -0.044 0.035 -0.200 -0.27
C 2.930832 -0.845954 3.048578 -0.009 0.001 0.081 -0.21
C 1.789507 -0.967877 3.786031 0.139 0.028 0.042 -0.19
C 0.522443 -1.026564 3.161358 0.054 0.039 -0.255 -0.09
C -0.654746 -1.146701 3.934539 -0.117 -0.024 0.075 -0.21
C -1.872623 -1.238847 3.327024 0.038 0.007 0.097 -0.21
C -1.959718 -1.269787 1.918284 0.151 0.038 -0.029 -0.27
C -0.858364 -1.142499 1.094450 -0.085 0.031 0.110 -0.60
C 0.406054 -0.965737 1.735161 -0.099 -0.035 0.316 -0.03
H 3.743134 -0.571596 1.062199 -0.007 0.024 0.013 0.22
H 3.905223 -0.824353 3.520186 -0.026 0.005 0.043 0.21
H 1.842767 -1.020311 4.868153 -0.035 -0.039 -0.008 0.20
H -0.564320 -1.176757 5.015146 0.001 0.021 -0.004 0.20
H -2.775774 -1.315740 3.922315 0.016 -0.041 0.013 0.20
H -2.939507 -1.427060 1.481251 -0.054 0.009 0.010 0.22
S -0.739318 5.818668 -1.511775 0.173 -0.165 0.087 0.24
C -0.878031 4.037858 -1.324998 -0.074 0.256 -0.003 -0.14
C -0.762604 3.217364 -2.436597 0.012 -0.107 0.004 -0.25
C -0.892805 1.848815 -2.252056 -0.051 0.172 0.002 0.05
N -1.122834 1.295976 -1.066787 0.085 -0.203 -0.197 -0.44
C -1.232404 2.088482 -0.010242 -0.051 -0.043 0.198 0.05
C -1.122592 3.470929 -0.084388 -0.005 -0.036 -0.147 -0.25
C 1.029345 5.931659 -1.244205 -0.220 0.017 -0.057 -0.13
C 1.557577 5.892754 0.037686 0.097 0.032 -0.070 -0.26
C 2.937163 5.941274 0.177059 -0.056 -0.004 0.035 0.04
N 3.777042 6.034689 -0.849251 0.131 0.034 0.004 -0.41
C 3.255550 6.093068 -2.069755 -0.026 -0.004 -0.024 0.04
C 1.891623 6.046890 -2.323900 0.046 0.032 0.081 -0.26
H -0.574918 3.635464 -3.416084 -0.015 -0.017 -0.004 0.23
H -0.816990 1.167512 -3.094177 -0.002 0.033 -0.007 0.20
H -1.421426 1.591325 0.936381 0.034 -0.014 -0.025 0.22
H -1.227720 4.086506 0.797746 -0.023 -0.012 0.017 0.22
H 0.910674 5.830658 0.901404 0.011 -0.043 0.014 0.23
H 3.392260 5.904588 1.161147 -0.041 -0.009 -0.002 0.19
H 3.965636 6.173203 -2.886194 -0.040 0.004 -0.012 0.19
H 1.505918 6.099912 -3.332519 0.022 -0.041 -0.011 0.23
Se -3.231082 -1.008573 -2.384748 0.594 0.161 -0.615 -0.42
C -4.143576 -1.809788 -1.058528 -0.610 -0.411 0.661 0.00
N -4.751528 -2.316081 -0.212004 0.086 0.022 -0.046 -0.45
Se 0.543996 -3.612966 -1.647904 -0.052 0.575 0.022 -0.51
C -0.372841 -5.254239 -1.480976 -0.271 0.056 -0.039 -0.13
C 0.337521 -6.449910 -1.356240 -0.043 0.024 0.003 -0.30
C -0.357205 -7.640001 -1.241090 -0.062 -0.009 -0.001 0.03
N -1.686916 -7.734317 -1.244147 -0.021 -0.114 0.021 -0.47
C -2.361269 -6.590327 -1.361636 0.001 -0.032 -0.010 0.03
C -1.766418 -5.346233 -1.482901 0.052 -0.099 0.051 -0.30
H 1.419576 -6.437818 -1.343263 0.003 -0.023 0.002 0.21
H 0.176050 -8.580912 -1.135663 0.061 0.041 -0.016 0.17
H -3.442998 -6.685986 -1.359750 0.007 0.098 0.000 0.18
H -2.375992 -4.456336 -1.574249 -0.049 -0.014 -0.021 0.22

---

Record 3
58
Properties=species:S:1:pos:R:3:forces:R:3:lowdin_charge:R:1 method="wB97M-V/def2-TZVPD" relative_energy_kj_mol=193.3 homo_lumo_gap_ev="6.960 / 4.616" homo_energy_ev="-3.15 / -2.00" total_charge=-2
Cs -1.938914 1.082084 1.731888 -0.164 0.551 -0.506 0.86
S -5.449072 1.653235 2.892160 0.060 0.099 0.089 0.61
C -5.459548 2.836317 4.075632 -0.115 -0.113 -0.133 -0.84
C -6.693969 2.992151 4.808638 -0.051 -0.033 0.009 -0.32
N -7.697441 3.088649 5.365611 0.017 0.013 0.008 0.14
C -4.401269 3.712220 4.416131 0.211 0.114 -0.008 -0.84
S -2.879395 3.785710 3.720344 -0.208 0.071 0.145 0.57
C -4.657792 4.666306 5.467927 -0.004 0.068 0.053 -0.33
N -4.826185 5.446836 6.298069 -0.014 -0.022 -0.004 0.14
C -1.059045 -1.711661 5.075845 0.046 -0.054 -0.027 0.00
C -0.793233 -2.049820 3.590165 0.010 -0.331 0.115 -0.56
O -1.195669 -1.115024 2.735981 0.228 -0.563 0.355 -0.50
C -1.536735 -3.388143 3.286908 0.061 0.013 0.017 -0.55
F -1.182672 -4.433757 4.089239 -0.010 0.070 -0.028 0.10
F -2.862744 -3.228328 3.462876 -0.032 -0.007 0.001 0.13
F -1.363566 -3.812998 2.025901 -0.025 -0.012 0.007 0.14
C 0.738038 -2.298663 3.441317 0.008 0.003 -0.016 -0.54
F 1.092934 -2.693672 2.210306 -0.015 0.043 0.080 0.14
F 1.412114 -1.164255 3.704866 0.007 -0.033 -0.021 0.14
F 1.238357 -3.236636 4.299308 -0.037 0.068 -0.044 0.10
H -2.125781 -1.534575 5.202111 -0.006 -0.008 -0.041 0.09
H -0.527807 -0.792456 5.319007 0.014 -0.003 -0.037 0.09
H -0.736431 -2.506808 5.750511 -0.019 0.029 0.039 0.08
S 0.537546 2.175216 -0.578954 -0.002 0.255 0.094 -0.17
Sb 0.774415 0.124813 -1.574297 0.034 -0.235 -0.244 1.09
C 2.067619 0.564591 -3.260928 -0.113 0.001 0.092 -0.36
C 2.539257 -0.448908 -4.088266 -0.012 -0.067 0.003 -0.14
C 3.358664 -0.163044 -5.171508 0.032 0.003 -0.041 -0.12
C 3.719283 1.151542 -5.438537 0.012 -0.019 -0.019 -0.13
C 3.256491 2.168971 -4.615909 0.042 0.047 -0.045 -0.11
C 2.436182 1.875246 -3.534828 -0.030 0.028 0.035 -0.14
C 2.606377 -0.654030 -0.465438 -0.139 0.181 -0.031 -0.35
C 2.910843 -1.996485 -0.333757 -0.047 -0.100 -0.055 -0.16
C 4.073587 -2.390144 0.319532 0.036 -0.024 0.014 -0.12
C 4.928475 -1.433137 0.845368 0.011 0.009 0.005 -0.12
C 4.615484 -0.083939 0.722329 0.057 -0.017 0.039 -0.10
C 3.453653 0.305850 0.071309 0.051 -0.023 0.031 -0.15
C -1.044816 0.250151 -3.018614 0.186 0.039 0.178 -0.33
C -1.645429 -0.865264 -3.577891 0.021 -0.082 -0.006 -0.15
C -2.709402 -0.722820 -4.463056 -0.032 0.001 -0.023 -0.12
C -3.174859 0.544228 -4.785465 -0.020 -0.015 -0.017 -0.13
C -2.577175 1.663741 -4.218816 -0.042 0.029 -0.033 -0.11
C -1.516618 1.517402 -3.334097 -0.042 0.001 -0.027 -0.15
H 2.269177 -1.481629 -3.885422 0.010 0.004 -0.012 0.09
H 3.718364 -0.964867 -5.807097 -0.001 0.003 0.003 0.09
H 4.359820 1.380563 -6.282712 -0.001 -0.004 0.000 0.09
H 3.538107 3.196838 -4.818084 -0.004 -0.003 0.004 0.09
H 2.072364 2.663380 -2.881206 0.009 0.009 -0.013 0.05
H 2.230609 -2.749782 -0.720664 0.014 0.003 0.008 0.09
H 4.303864 -3.443499 0.435562 -0.018 0.000 -0.005 0.09
H 5.829044 -1.737831 1.366061 0.002 0.004 0.001 0.09
H 5.274720 0.664434 1.148553 0.002 0.006 -0.001 0.09
H 3.182992 1.353909 -0.007004 0.035 -0.002 0.018 0.05
H -1.290428 -1.859426 -3.321004 -0.005 -0.003 -0.003 0.08
H -3.181938 -1.598312 -4.895377 0.010 -0.010 0.007 0.09
H -4.007976 0.658706 -5.469590 0.002 0.004 0.001 0.09
H -2.946220 2.654167 -4.463207 0.003 0.000 0.003 0.09
H -1.056250 2.382660 -2.867730 -0.023 0.010 -0.013 0.05

---

Record 4
63
Properties=species:S:1:pos:R:3:forces:R:3:nbo_charge:R:1 method="wB97M-V/def2-TZVPD" relative_energy_kj_mol=0.0 homo_lumo_gap_ev=7.359 homo_energy_ev=-11.21 total_charge=+1
Hf -0.436561 0.479309 0.029759 0.205 0.178 0.002 2.17
N 1.256995 -3.763575 0.629058 -0.004 -0.058 0.012 -0.52
C 0.679643 -2.574501 0.742447 0.005 0.005 0.008 0.39
N 0.629236 -1.679051 -0.204788 0.030 0.000 -0.037 -0.63
C 1.188609 -1.990981 -1.440483 -0.035 0.109 0.040 0.43
N 1.189472 -1.145489 -2.412749 0.093 -0.084 -0.113 -0.34
N 0.597126 0.046559 -2.091367 -0.153 0.092 0.385 -0.32
C 0.630246 0.931339 -3.004326 -0.003 0.033 -0.040 0.13
C 0.001001 2.217419 -2.733670 0.006 -0.031 0.010 0.15
C -0.019969 3.215610 -3.689995 0.024 -0.015 -0.071 -0.21
C -0.666994 4.406853 -3.403360 -0.023 0.006 0.050 -0.14
C -1.276016 4.543037 -2.168988 0.021 0.016 -0.077 -0.18
C -1.204102 3.497082 -1.264047 -0.018 0.002 0.040 0.08
N -0.567914 2.350654 -1.519718 -0.066 0.027 -0.092 -0.52
C 1.782840 -3.306568 -1.645880 0.004 -0.022 0.051 -0.07
C 2.320647 -3.703723 -2.872821 0.003 -0.017 0.001 -0.15
C 2.869368 -4.960155 -3.007533 -0.001 0.017 -0.016 -0.20
C 2.891591 -5.838318 -1.921991 0.002 -0.009 -0.002 -0.15
C 2.365971 -5.463977 -0.703402 0.011 -0.046 0.036 -0.23
C 1.813174 -4.195748 -0.575786 -0.010 0.071 -0.068 0.15
H 1.220099 -4.398431 1.411330 -0.006 0.010 0.011 0.43
H 0.220464 -2.350398 1.694826 -0.007 -0.005 -0.010 0.24
H 1.104602 0.725426 -3.958361 0.001 -0.002 -0.001 0.22
H 0.457605 3.046826 -4.645529 -0.005 0.010 0.005 0.24
H -0.702575 5.204761 -4.132513 -0.001 -0.004 0.000 0.24
H -1.811008 5.441679 -1.897870 0.002 -0.005 0.004 0.24
H -1.680403 3.579173 -0.299894 0.012 -0.025 0.013 0.24
H 2.291960 -3.009087 -3.699779 0.006 -0.007 -0.001 0.25
H 3.283959 -5.269799 -3.956676 -0.001 0.002 0.003 0.23
H 3.323584 -6.823272 -2.035769 -0.003 0.002 0.004 0.23
H 2.378759 -6.142269 0.140933 0.001 0.004 -0.008 0.23
S 2.224087 0.898367 0.342451 -0.016 -0.040 -0.088 -0.25
C 1.780062 0.457732 1.968385 -0.089 -0.035 -0.014 0.11
C 2.628113 0.434544 3.075373 0.020 0.001 0.047 -0.27
C 2.107122 0.073506 4.301162 -0.008 -0.001 -0.020 -0.12
C 0.756701 -0.262712 4.419085 0.054 0.007 0.045 -0.27
C -0.024508 -0.226738 3.289495 -0.076 0.019 -0.064 0.06
N 0.482261 0.120099 2.096515 0.056 -0.124 0.020 -0.63
H 3.668321 0.702499 2.955256 -0.005 -0.002 -0.003 0.24
H 2.746812 0.053794 5.174096 0.000 0.002 -0.004 0.24
H 0.327904 -0.541207 5.370448 -0.009 0.001 -0.009 0.24
H -1.078847 -0.475860 3.301514 0.004 -0.007 -0.002 0.24
N -6.577072 0.183008 0.228042 0.016 0.001 -0.023 -0.39
C -5.688562 0.909864 0.117320 0.091 0.149 -0.030 0.41
N -4.702314 1.801724 -0.037594 -0.039 -0.241 0.092 -0.63
C -3.516000 1.514692 0.256882 0.025 0.135 -0.012 0.70
N -2.368256 1.386661 0.508403 -0.109 -0.159 -0.069 -0.83
I -1.300921 5.684638 4.108294 0.037 -0.054 -0.059 0.23
C -0.445823 4.413418 2.729636 -0.047 0.048 0.094 -0.31
C 0.770332 4.552580 2.098770 -0.013 -0.005 -0.011 -0.04
N 0.904044 3.491344 1.288709 0.016 0.036 -0.019 -0.32
N -0.145751 2.660015 1.359536 0.007 -0.032 -0.014 -0.34
C -0.976887 3.214976 2.237936 -0.007 0.020 -0.002 -0.04
H 1.527084 5.315144 2.173437 0.003 -0.015 -0.010 0.24
H 1.710287 3.182956 0.757439 0.006 -0.015 -0.007 0.45
H -1.919449 2.751426 2.472496 0.007 -0.006 -0.014 0.25
Cl -4.363372 -2.687258 0.822479 -0.009 -0.017 0.006 0.07
C -3.139041 -2.624843 -0.423287 -0.030 -0.006 -0.001 -0.32
Cl -2.118433 -4.094235 -0.449707 0.020 0.050 -0.001 -0.01
C -2.203388 -1.450384 -0.214627 -0.009 -0.047 0.081 0.79
O -1.739033 -1.181410 0.923813 -0.011 0.049 -0.110 -0.72
O -1.845365 -0.773550 -1.216771 0.051 0.011 0.064 -0.70
H -3.611516 -2.555162 -1.396018 -0.027 0.022 -0.001 0.26